[1]
10
Properties=species:S:1:pos:R:3 method="wB97M-V/def2-TZVPD" de_lowest_kcal_mol=67.0 total_energy_ha=-280.49766 homo_lumo_gap_ev=10.16 spin_multiplicity=1 largest_force_ev_per_a=5.3
H 0.52 2.03 -0.14
N -0.26 1.31 -0.15
C 0.22 0.09 -0.22
N 1.43 -0.40 -0.26
N -0.82 -0.88 -0.16
O -2.07 -0.16 -0.34
H 2.27 -0.06 0.15
H 1.53 -1.41 -0.30
H -0.92 -1.18 0.91
H -1.90 0.65 0.53

=====

[2]
252
Properties=species:S:1:pos:R:3 method="wB97M-V/def2-TZVPD" total_energy_ha=-5419.78813 s_squared=2.06 homo_lumo_gap_ev="6.06 / 4.65" spin_multiplicity=3 charge=+2 largest_force_ev_per_a=5.1
O 5.28 -0.89 -2.51
V 3.78 -0.81 -1.95
C -0.25 -2.45 -0.60
C -0.58 -0.96 -0.44
C -1.55 -0.95 0.77
C -1.72 0.43 1.40
C -0.35 1.03 1.76
C 0.62 1.17 0.52
N 0.68 -0.19 -0.17
O 1.74 -0.33 -1.10
C 1.96 1.62 1.13
C 0.15 2.31 -0.46
C -1.38 -0.41 -1.68
H -1.19 -3.00 -0.67
H 0.42 -2.77 0.20
H 0.36 -2.69 -1.47
H -1.30 -1.58 1.63
H -2.59 -1.13 0.53
H -2.29 0.34 2.32
H -2.33 1.07 0.77
H 0.06 0.35 2.50
H -0.56 2.00 2.20
H 2.32 0.92 1.89
H 1.91 2.63 1.56
H 2.70 1.64 0.33
H 0.49 3.28 -0.11
H -0.94 2.25 -0.42
H 0.54 2.17 -1.47
H -1.80 0.59 -1.56
H -2.20 -1.04 -2.03
H -0.67 -0.39 -2.51
C 2.91 -3.95 2.53
C 2.27 -2.57 2.65
C 2.72 -1.86 3.90
O 2.71 -1.85 1.43
H 3.99 -3.96 2.34
H 2.51 -4.58 1.74
H 2.84 -4.48 3.48
H 1.19 -2.52 2.80
H 2.24 -0.90 4.04
H 3.78 -1.65 3.82
H 2.56 -2.47 4.79
H 1.90 -1.45 1.11
C -5.58 -1.06 0.02
C -6.25 0.03 0.87
C -6.88 1.16 0.07
O -7.28 -0.72 1.54
H -5.26 -1.88 0.66
H -4.69 -0.59 -0.39
H -6.22 -1.47 -0.76
H -5.53 0.36 1.62
H -7.23 1.97 0.71
H -7.74 0.83 -0.52
H -6.19 1.58 -0.66
H -7.99 -1.07 0.99
C 0.72 3.75 4.68
C -0.51 4.55 4.59
C -1.82 3.79 4.49
O -0.52 5.48 5.68
H 1.56 4.43 4.57
H 0.79 2.95 3.94
H 0.79 3.26 5.65
H -0.34 5.20 3.73
H -2.69 4.43 4.60
H -1.86 3.06 5.30
H -1.91 3.22 3.56
H 0.22 6.09 5.60
C -3.32 -3.72 2.28
C -4.05 -4.71 1.43
C -3.52 -4.87 -0.05
O -4.06 -6.02 1.96
H -3.70 -3.75 3.30
H -3.38 -2.72 1.83
H -2.26 -3.99 2.34
H -5.07 -4.32 1.47
H -4.03 -5.69 -0.56
H -2.48 -5.19 -0.05
H -3.54 -3.98 -0.68
H -4.28 -5.84 2.88
C 2.63 5.85 -3.82
C 1.23 5.22 -3.37
C 0.29 6.28 -2.73
O 0.66 4.84 -4.54
H 3.40 5.75 -3.06
H 2.50 6.91 -4.04
H 3.04 5.36 -4.70
H 1.36 4.32 -2.77
H 0.01 7.14 -3.34
H 0.85 6.79 -1.94
H -0.56 5.88 -2.19
H 0.33 5.63 -4.98
C -2.48 -8.71 -8.51
O -2.05 -7.43 -8.74
C -0.90 -7.04 -8.04
C -0.85 -5.51 -7.83
N 0.49 -5.17 -7.28
C 0.78 -5.62 -5.89
C -0.24 -5.16 -4.89
O -0.34 -3.72 -4.91
C -1.20 -3.25 -3.98
H -1.75 -9.43 -8.87
H -3.38 -8.98 -9.06
H -2.68 -8.82 -7.45
H -0.04 -7.41 -8.59
H -0.95 -7.53 -7.06
H -1.68 -5.21 -7.20
H -1.09 -5.00 -8.76
H 0.59 -4.16 -7.28
H 1.77 -5.26 -5.60
H 0.83 -6.71 -5.93
H -0.02 -5.49 -3.87
H -1.24 -5.54 -5.10
H -1.33 -2.17 -4.06
H -0.95 -3.42 -2.93
H -2.21 -3.67 -4.04
C 4.84 2.48 -2.18
O 4.02 1.36 -2.57
C 3.23 1.55 -3.78
C 2.35 0.38 -4.23
N 2.97 -0.89 -3.95
C 1.99 -1.98 -3.87
C 2.61 -3.24 -3.34
O 3.19 -2.89 -2.04
C 3.33 -3.93 -1.09
H 5.70 2.14 -1.61
H 4.23 3.11 -1.54
H 5.13 3.09 -3.04
H 3.96 1.63 -4.59
H 2.61 2.44 -3.77
H 2.02 0.46 -5.27
H 1.45 0.45 -3.61
H 3.39 -1.15 -4.83
H 1.72 -2.24 -4.90
H 1.05 -1.70 -3.39
H 3.32 -3.60 -4.08
H 1.84 -4.01 -3.24
H 3.97 -4.75 -1.44
H 2.35 -4.35 -0.86
H 3.74 -3.55 -0.16
C -8.53 -4.11 -7.63
O -8.19 -3.32 -6.54
C -9.30 -2.83 -5.84
C -8.86 -2.29 -4.48
N -7.90 -1.20 -4.67
C -7.35 -0.86 -3.39
C -6.17 0.08 -3.68
O -5.15 -0.55 -4.41
C -3.89 0.17 -4.57
H -8.97 -5.07 -7.37
H -7.64 -4.32 -8.23
H -9.24 -3.63 -8.30
H -10.00 -3.65 -5.68
H -9.78 -2.07 -6.47
H -8.54 -3.09 -3.81
H -9.74 -1.84 -4.01
H -7.15 -1.49 -5.28
H -6.88 -1.72 -2.90
H -7.99 -0.37 -2.65
H -5.76 0.47 -2.74
H -6.65 0.89 -4.24
H -3.15 -0.42 -5.11
H -3.45 0.54 -3.65
H -4.19 1.08 -5.10
C 3.99 2.43 4.22
O 5.25 2.86 3.87
C 6.05 3.30 4.94
C 7.51 3.00 4.67
N 7.99 3.74 3.56
C 9.44 3.47 3.30
C 9.95 2.01 2.99
O 9.31 1.55 1.76
C 9.90 0.38 1.21
H 3.41 3.21 4.71
H 4.09 1.57 4.89
H 3.43 2.16 3.33
H 5.78 2.69 5.81
H 5.86 4.35 5.19
H 7.63 1.92 4.57
H 8.19 3.24 5.49
H 7.37 3.66 2.77
H 10.02 3.83 4.15
H 9.73 4.10 2.45
H 9.62 1.26 3.71
H 11.04 2.04 3.01
H 10.92 0.65 0.90
H 9.32 0.00 0.37
H 10.01 -0.38 1.98
C -7.06 4.83 1.67
O -5.78 4.78 1.14
C -4.84 4.03 1.87
C -3.46 3.96 1.17
N -2.78 5.26 1.29
C -1.46 5.18 0.76
C -0.84 6.57 0.84
O -1.59 7.50 0.11
C -1.60 8.73 0.64
H -7.79 5.29 1.01
H -7.08 5.39 2.61
H -7.46 3.83 1.86
H -5.11 3.01 2.15
H -4.72 4.64 2.76
H -3.55 3.58 0.15
H -2.93 3.16 1.70
H -3.26 5.95 0.73
H -1.46 4.93 -0.30
H -0.88 4.41 1.27
H 0.17 6.42 0.47
H -0.85 6.88 1.89
H -1.66 8.82 1.72
H -2.44 9.30 0.25
H -0.67 9.26 0.42
C -3.78 0.70 5.54
O -2.43 0.27 5.57
C -2.19 -1.10 5.30
C -0.70 -1.35 5.08
N 0.04 -1.74 6.31
C 0.14 -0.72 7.39
C 1.02 0.54 7.08
O 2.36 0.26 6.78
C 3.08 -0.11 7.97
H -4.30 0.65 4.59
H -3.81 1.75 5.82
H -4.32 0.16 6.32
H -2.61 -1.26 4.31
H -2.74 -1.79 5.95
H -0.24 -0.48 4.62
H -0.63 -2.22 4.43
H 1.00 -1.80 6.00
H 0.54 -1.31 8.22
H -0.90 -0.42 7.58
H 0.93 1.22 7.92
H 0.57 1.19 6.32
H 2.62 -0.90 8.58
H 3.17 0.79 8.57
H 4.00 -0.53 7.56
C 6.09 0.53 1.91
C 5.85 -0.24 0.63
C 6.07 -1.77 0.94
O 6.06 -2.49 -0.30
C 6.40 -3.86 -0.07
N 4.49 -0.05 0.11
H 6.37 1.55 1.66
H 6.85 0.12 2.57
H 5.20 0.58 2.54
H 6.58 0.03 -0.14
H 5.35 -2.11 1.69
H 7.07 -1.85 1.35
H 5.79 -4.38 0.66
H 7.46 -3.83 0.21
H 6.36 -4.41 -1.01
H 4.35 0.87 0.50
H 3.91 -0.61 0.73

=====

[3]
13
Properties=species:S:1:pos:R:3 method="wB97M-V/def2-TZVPD" de_lowest_kcal_mol=55.2 total_energy_ha=-340.70691 homo_lumo_gap_ev=8.83 spin_multiplicity=1 smiles=Nc1[nH]ccc1O largest_force_ev_per_a=2.0
N 1.96 0.26 0.11
C 0.69 0.17 -0.48
N -0.44 1.39 -0.45
C -1.59 0.78 -0.10
C -1.41 -0.52 0.28
C -0.09 -0.88 0.02
O 0.33 -2.13 0.35
H 2.73 0.76 -0.31
H 1.94 0.36 1.12
H -0.63 2.28 -0.94
H -2.57 1.25 -0.19
H -2.15 -1.19 0.68
H 1.21 -2.30 -0.01